# 1
Below is C4H9MgO4Rb as an isolated structure in a non-equilibrium geometry, with properties calculated with ωB97M-V/def2-TZVPD.

Structure (XYZ):
```
19
Properties=species:S:1:pos:R:3:forces:R:3
O 1.77243 1.54222 -1.42745 0.2 1.0 0.9
Rb 5.00933 1.45153 -1.43482 -1.5 -0.1 0.1
O 2.29804 -0.39489 0.40966 -0.7 -0.8 1.2
C 1.72162 -1.60944 0.61106 1.7 0.4 -0.9
O 0.29329 -1.55724 0.59888 -2.4 -2.1 1.0
C -0.38850 -1.21533 -0.61569 0.1 0.2 -1.0
C -1.52549 -0.33826 -0.12031 0.9 1.4 -1.6
O -0.99444 0.92233 0.30007 -0.1 0.7 0.7
C -1.94849 1.87287 0.74604 0.0 -0.1 0.1
Mg 1.03115 1.11028 0.26091 1.7 -0.6 -2.6
H 2.02465 -2.03764 1.58271 -0.6 -0.2 -0.1
H 1.98050 -2.33370 -0.18961 0.3 0.0 0.1
H -0.85126 -1.38512 -1.80237 -1.3 -3.3 2.3
H 0.44452 -1.42080 -1.31323 1.2 3.6 -0.1
H -2.07105 -0.78703 0.72449 0.6 -0.4 -0.2
H -2.26582 -0.16006 -0.91424 0.2 0.1 0.1
H -1.39079 2.76775 1.04463 -0.3 -0.1 -0.1
H -2.64700 2.11448 -0.06734 0.1 0.0 0.2
H -2.49266 1.45805 1.60661 0.0 0.2 -0.1
```
Forces are in eV/Å.

Values from the calculation:
Relative energy (zero: lowest compared OMol25 entry of this formula, charge and spin) ... 278.20 kJ/mol
E_HOMO ... -5.108 eV
F_max ... 0.08187 hartree/bohr

For reference, the Mulliken charges in units of e are: number 1, O, carries -1.0760; number 2, Rb, carries 0.8386; number 3, O, carries -0.5366; number 4, C, carries -0.3015; number 5, O, carries -0.4514; number 6, C, carries -0.1452; number 7, C, carries -0.4198; number 8, O, carries -0.1726; number 9, C, carries -0.6823; number 10, Mg, carries 0.4122; number 11, H, carries 0.2697; number 12, H, carries 0.3495; number 13, H, carries 0.1356; number 14, H, carries 0.1597; number 15, H, carries 0.3407; number 16, H, carries 0.4546; number 17, H, carries 0.2009; number 18, H, carries 0.2985; number 19, H, carries 0.3250

***

# 2
Below is a 7-piece molecular cluster, H14O7 overall, with properties calculated with ωB97M-V/def2-TZVPD.

Structure (XYZ):
```
21
Properties=species:S:1:pos:R:3:forces:R:3
O 0.26741 3.68902 0.43061 0.1 0.1 0.3
H -0.36586 2.97251 0.47330 -0.2 -0.2 -0.1
H 0.74392 3.53982 -0.38603 0.1 0.0 -0.3
O 2.93695 0.19931 2.40187 -0.3 -0.1 -0.1
H 3.74946 0.69056 2.28047 0.2 0.1 -0.1
H 2.87687 0.06480 3.34766 -0.1 0.0 0.3
O 0.23300 0.01316 -0.04288 0.2 0.3 0.0
H -0.48551 -0.44007 0.39822 -0.5 -0.5 0.1
H 0.65030 0.52952 0.64666 0.2 0.4 0.2
O 2.40342 -1.81673 0.05148 0.2 -0.4 -0.2
H 1.99158 -1.02438 0.39615 -0.2 0.1 -0.1
H 2.82241 -2.21967 0.81195 0.2 0.0 0.2
O -2.20173 -1.53608 0.64563 0.1 0.3 0.0
H -2.79562 -1.48724 1.39472 -0.2 0.1 0.2
H -2.14575 -2.47019 0.44426 0.1 -0.3 -0.2
O -0.41437 0.85334 -2.67286 0.0 0.4 -0.3
H -0.55118 0.12877 -3.28321 -0.2 -0.1 -0.2
H -0.16557 0.43090 -1.85075 0.2 -0.1 0.5
O -2.97573 -0.71748 -2.15976 0.0 -0.1 -0.4
H -3.90513 -0.91506 -2.04404 -0.2 -0.1 0.0
H -2.66889 -0.48491 -1.28341 0.2 0.1 0.3
```
Forces are in eV/Å.

Values from the calculation:
Relative energy (zero: lowest compared OMol25 entry of this formula, charge and spin) ... 159.82 kJ/mol
SMILES ... O.O.O.O.O.O.O
E_HOMO ... -10.332 eV
F_max ... 0.01355 hartree/bohr

For reference, the Mulliken charges in units of e are: number 1, O, carries -0.6390; number 2, H, carries 0.3097; number 3, H, carries 0.3287; number 4, O, carries -0.5816; number 5, H, carries 0.3047; number 6, H, carries 0.2947; number 7, O, carries -0.7712; number 8, H, carries 0.3877; number 9, H, carries 0.3378; number 10, O, carries -0.6228; number 11, H, carries 0.3144; number 12, H, carries 0.3030; number 13, O, carries -0.6297; number 14, H, carries 0.2882; number 15, H, carries 0.3123; number 16, O, carries -0.6023; number 17, H, carries 0.3153; number 18, H, carries 0.3507; number 19, O, carries -0.5969; number 20, H, carries 0.2840; number 21, H, carries 0.3122

***

# 3
Below is one molecule with the formula C26H52N2O in a non-equilibrium geometry, with properties calculated with ωB97M-V/def2-TZVPD.

Structure (XYZ):
```
81
Properties=species:S:1:pos:R:3:forces:R:3
C -2.04517 4.32368 -1.76840 0.3 1.0 -0.4
C -1.53138 5.56697 -2.75178 0.4 -0.7 0.2
C -0.87898 6.82661 -1.88704 0.1 -0.1 -0.7
C -1.93418 8.04644 -1.59170 0.5 0.2 0.1
C -3.11943 7.69496 -0.51396 -0.8 0.3 -0.3
C -4.48418 7.04574 -1.22348 0.3 0.4 0.2
C -5.34101 6.08995 -0.15217 0.0 0.6 -0.7
C -6.06334 4.83724 -0.92700 -0.5 -0.1 0.2
C -5.48330 3.35291 -0.53392 -0.9 -0.8 0.6
C -5.82617 2.18367 -1.67687 0.0 0.8 0.0
C -4.49162 1.38647 -2.19658 -0.6 0.0 -0.1
C -4.55116 -0.26155 -1.91625 0.8 1.0 -1.1
C -3.11124 -0.64533 -1.23126 -0.5 -0.6 0.0
C -2.99380 -2.18066 -0.66982 0.1 0.1 0.1
C -1.44449 -2.77314 -0.85668 -0.4 0.8 0.5
C -0.98471 -3.79407 0.34082 -0.2 -1.5 -0.4
C 0.38544 -4.67276 -0.01964 -0.1 0.0 -0.3
C 1.75010 -4.05324 0.67946 -0.3 -0.4 -0.7
C 2.12572 -4.74620 2.13083 -0.6 0.8 0.2
C 3.57160 -5.52824 2.15118 -0.3 -0.1 0.8
C 4.87742 -4.52265 2.22619 1.6 0.2 0.3
C 4.93671 -3.71070 3.67377 -2.3 3.8 2.8
O 4.20887 -2.68530 4.12961 4.2 -6.1 -3.3
N 6.04636 -4.25554 4.59435 -1.1 1.0 -2.5
C 6.49449 -5.54927 3.94795 -1.6 -0.5 -1.1
C 6.39494 -5.21664 2.32638 0.7 -0.8 1.5
C 7.60574 -4.12137 1.96387 -0.8 0.5 0.5
N 8.05954 -4.22587 0.52136 1.1 0.5 1.4
C 9.48184 -4.74260 0.40576 0.7 -0.3 -1.5
H -1.16397 3.95805 -1.05992 -1.8 0.7 -1.7
H -2.88174 4.76369 -1.07491 1.4 -1.2 -1.4
H -2.41273 3.45006 -2.47373 0.6 1.8 1.8
H -0.70327 5.08627 -3.44713 -1.6 1.2 1.4
H -2.40323 5.93056 -3.48164 1.9 -0.7 1.8
H 0.04784 7.20644 -2.53461 -2.1 -0.5 1.5
H -0.44461 6.44164 -0.86722 -0.9 0.6 -1.9
H -2.39610 8.38963 -2.62086 0.7 -0.7 2.1
H -1.33260 8.98717 -1.17055 -1.2 -2.1 -0.9
H -2.80574 6.95393 0.34271 -0.2 1.5 -1.7
H -3.41914 8.73123 -0.00343 0.5 -2.4 -1.0
H -5.13351 7.97423 -1.57538 1.2 -2.1 0.7
H -4.20492 6.42609 -2.20277 -0.5 1.3 2.3
H -4.61752 5.67616 0.67289 -1.4 0.8 -1.5
H -6.15554 6.79567 0.35727 1.8 -1.7 -1.0
H -7.21239 4.87215 -0.61943 2.4 -0.2 -0.9
H -5.99470 4.96707 -2.10118 -0.1 -0.1 2.4
H -4.33637 3.33248 -0.27734 -2.3 0.3 -0.6
H -6.06623 2.99859 0.43984 1.4 0.9 -1.8
H -6.59418 1.40831 -1.23921 1.4 1.6 -0.9
H -6.34192 2.76198 -2.57807 1.0 -1.4 1.8
H -3.55783 1.79815 -1.62172 -1.8 -0.7 -1.3
H -4.39496 1.62009 -3.36064 0.1 -0.7 2.6
H -4.63668 -0.74201 -3.00497 0.1 0.6 2.6
H -5.49487 -0.53373 -1.28062 1.9 0.4 -1.1
H -2.95750 0.08052 -0.31569 0.0 -1.3 -2.0
H -2.29017 -0.51255 -2.06207 -1.5 0.1 1.8
H -3.74955 -2.85831 -1.25180 1.4 1.2 1.1
H -3.31916 -2.18733 0.46352 0.7 -0.1 -2.2
H -1.43509 -3.28987 -1.93102 0.4 1.1 2.4
H -0.72831 -1.81876 -0.82127 -1.4 -2.2 -0.4
H -1.85410 -4.59573 0.48152 1.7 1.8 -0.2
H -0.81004 -3.28706 1.38452 -0.5 -0.7 -2.1
H 0.24177 -5.80664 0.31171 0.3 2.4 -0.6
H 0.51005 -4.69417 -1.20546 -0.2 0.1 2.6
H 2.63236 -4.24762 -0.10013 -1.7 0.6 1.8
H 1.55811 -2.89059 0.81259 0.7 -2.4 -0.3
H 1.26762 -5.50333 2.45748 1.9 1.5 -0.9
H 2.07082 -3.86094 2.92832 0.5 -2.1 -1.5
H 3.58410 -6.16198 3.16278 0.0 1.2 -2.3
H 3.62174 -6.28552 1.23045 0.1 1.8 2.0
H 5.01072 -3.76937 1.33091 -1.0 -1.3 1.9
H 6.72389 -3.44877 4.52969 -0.5 -1.4 0.4
H 7.44097 -6.10957 4.34878 -1.5 1.7 -0.8
H 5.59911 -6.28374 4.17595 1.8 1.3 -0.4
H 6.55497 -6.24598 1.77658 -0.5 2.3 0.6
H 7.19165 -3.01455 2.10635 0.6 -2.3 -0.1
H 8.50332 -4.20792 2.74580 -1.8 -0.1 -1.7
H 7.99679 -3.26085 0.11889 0.4 -1.4 0.4
H 10.25281 -4.21685 1.11347 -1.4 -1.0 -1.1
H 9.56557 -5.92595 0.53276 -0.4 2.7 -0.1
H 9.81986 -4.51999 -0.71701 -0.6 -0.5 2.5
```
Forces are in eV/Å.

Values from the calculation:
SMILES ... CCCCCCCCCCCCCCCCCCCC[C@H]1C(=O)NC[C@@H]1CNC
E_HOMO ... -9.269 eV
F_max ... 0.15789 hartree/bohr

For reference, the Mulliken charges in units of e are: number 1, C, carries -0.3077; number 2, C, carries -0.5616; number 3, C, carries -0.5866; number 4, C, carries -0.6452; number 5, C, carries -0.5246; number 6, C, carries -0.4670; number 7, C, carries -0.6124; number 8, C, carries -0.7696; number 9, C, carries -0.5117; number 10, C, carries -0.5252; number 11, C, carries 0.0688; number 12, C, carries -0.7318; number 13, C, carries -0.5492; number 14, C, carries -0.5607; number 15, C, carries -0.4661; number 16, C, carries -0.6900; number 17, C, carries -0.5500; number 18, C, carries -0.6155; number 19, C, carries -0.5387; number 20, C, carries -0.6279; number 21, C, carries -0.2189; number 22, C, carries 0.1789; number 23, O, carries -0.5972; number 24, N, carries -0.4181; number 25, C, carries -0.5761; number 26, C, carries 0.2542; number 27, C, carries -0.7144; number 28, N, carries -0.3423; number 29, C, carries -0.7228; number 30, H, carries 0.3001; number 31, H, carries -0.1888; number 32, H, carries 0.1831; number 33, H, carries 0.3472; number 34, H, carries 0.2660; number 35, H, carries 0.2931; number 36, H, carries 0.2754; number 37, H, carries 0.2686; number 38, H, carries 0.2983; number 39, H, carries 0.2604; number 40, H, carries 0.3364; number 41, H, carries 0.4025; number 42, H, carries 0.0316; number 43, H, carries 0.3257; number 44, H, carries 0.3641; number 45, H, carries 0.2261; number 46, H, carries 0.3857; number 47, H, carries 0.2884; number 48, H, carries 0.3085; number 49, H, carries 0.2822; number 50, H, carries 0.2928; number 51, H, carries -0.2280; number 52, H, carries 0.3637; number 53, H, carries 0.1892; number 54, H, carries 0.2937; number 55, H, carries 0.2797; number 56, H, carries 0.2760; number 57, H, carries 0.3137; number 58, H, carries 0.3024; number 59, H, carries 0.2067; number 60, H, carries 0.2289; number 61, H, carries 0.3013; number 62, H, carries 0.3163; number 63, H, carries 0.3368; number 64, H, carries 0.3061; number 65, H, carries 0.2893; number 66, H, carries 0.2587; number 67, H, carries 0.3971; number 68, H, carries 0.2445; number 69, H, carries 0.2247; number 70, H, carries 0.2792; number 71, H, carries 0.3069; number 72, H, carries 0.3537; number 73, H, carries 0.3262; number 74, H, carries 0.2783; number 75, H, carries 0.3106; number 76, H, carries 0.3309; number 77, H, carries 0.2232; number 78, H, carries 0.2876; number 79, H, carries 0.2699; number 80, H, carries 0.2167; number 81, H, carries 0.2978